1.
The molecule CH3PS4 at a distorted geometry, computed with wB97M-V/def2-TZVPD.

Properties
Structure (SMILES): SSP1CSS1
Relative energy (zero: lowest compared OMol25 entry of this formula, charge and spin) in kcal per mole: 32.2
HOMO-LUMO gap in eV: 7.7
Calculated total energy in eV: -53714.514

Atoms and positions in Å:
C: -1.63 -0.86 0.06
P: -1.07 1.12 0.65
S: -3.44 -0.45 0.08
S: -3.03 1.60 -0.09
S: 1.15 3.20 0.44
S: 0.11 2.05 -0.91
H: -1.22 -1.17 -0.80
H: -1.34 -1.60 0.85
H: 2.38 3.45 -0.25



2.
A structure of composition C31H68ClGaN3O4P2, computed with wB97M-V/def2-TZVPD.

Properties
Net charge: -1
Spin multiplicity: 3
HOMO-LUMO gap (spin up / spin down) in eV: 6.0 / 6.0
Calculated total energy in eV: -129387.107

Atoms and positions in Å:
C: 6.20 1.31 3.92
C: 4.97 2.22 3.85
C: 4.48 2.46 2.42
C: 2.99 2.83 2.33
C: 2.24 1.96 1.32
C: 0.73 2.17 1.35
C: -0.11 1.08 0.66
C: 0.42 -0.36 0.80
Ga: 0.22 -1.21 2.63
C: -1.70 -1.24 3.24
C: -2.04 -0.53 4.57
C: -2.78 0.80 4.38
C: -1.81 1.98 4.26
N: -1.57 2.64 5.56
P: 0.88 -3.50 2.28
C: 2.60 -3.41 1.56
O: 1.18 -4.17 3.80
P: 1.71 -0.15 4.21
O: 3.16 -0.68 3.56
Cl: 1.56 -1.46 5.87
H: 5.92 0.30 4.25
H: 6.96 1.68 4.61
H: 6.68 1.21 2.94
H: 4.16 1.79 4.43
H: 5.21 3.19 4.32
H: 5.09 3.25 1.96
H: 4.65 1.54 1.85
H: 2.52 2.68 3.31
H: 2.85 3.89 2.09
H: 2.48 0.92 1.54
H: 2.60 2.19 0.32
H: 0.53 3.12 0.85
H: 0.40 2.31 2.39
H: -1.13 1.13 1.06
H: -0.20 1.34 -0.40
H: 1.43 -0.41 0.39
H: -0.19 -1.00 0.15
H: -1.99 -2.29 3.30
H: -2.31 -0.82 2.43
H: -1.13 -0.30 5.13
H: -2.63 -1.19 5.21
H: -3.39 0.75 3.47
H: -3.45 1.00 5.22
H: -0.85 1.59 3.89
H: -2.16 2.70 3.51
H: -0.57 2.74 5.71
H: -1.94 3.58 5.55
H: 2.89 -4.35 1.10
H: 2.59 -2.64 0.78
H: 3.36 -3.14 2.29
H: 1.88 -3.71 4.27
H: 3.00 -1.23 2.78
C: 0.37 0.25 -3.84
C: 1.13 1.58 -3.84
C: 1.81 1.84 -5.19
C: 3.01 0.93 -5.45
C: 4.02 1.02 -4.31
C: 3.42 0.75 -2.93
N: 2.20 1.63 -2.78
O: 2.47 2.81 -2.36
C: 3.08 -0.74 -2.74
C: 4.41 1.12 -1.83
C: 0.11 2.67 -3.51
H: 0.94 -0.58 -4.23
H: 0.03 0.00 -2.83
H: -0.51 0.37 -4.47
H: 2.13 2.89 -5.23
H: 1.05 1.71 -5.98
H: 2.68 -0.10 -5.58
H: 3.49 1.23 -6.38
H: 4.84 0.31 -4.47
H: 4.46 2.03 -4.30
H: 2.41 -0.87 -1.89
H: 4.00 -1.28 -2.54
H: 2.62 -1.19 -3.61
H: 4.75 2.15 -1.93
H: 5.27 0.45 -1.91
H: 3.97 1.00 -0.85
H: -0.29 2.48 -2.52
H: -0.72 2.61 -4.22
H: 0.52 3.67 -3.54
C: -5.93 -0.21 -1.70
C: -4.94 -0.99 -2.56
C: -5.58 -2.24 -3.17
C: -5.84 -3.35 -2.14
C: -4.56 -3.70 -1.39
C: -3.88 -2.50 -0.73
N: -3.73 -1.43 -1.78
O: -2.68 -1.54 -2.50
C: -4.68 -2.01 0.48
C: -2.49 -2.86 -0.23
C: -4.46 -0.05 -3.67
H: -6.47 -0.82 -0.99
H: -5.42 0.59 -1.16
H: -6.67 0.25 -2.37
H: -4.92 -2.63 -3.95
H: -6.52 -1.94 -3.65
H: -6.62 -3.05 -1.44
H: -6.21 -4.23 -2.66
H: -4.76 -4.45 -0.61
H: -3.84 -4.16 -2.09
H: -4.36 -1.01 0.78
H: -4.47 -2.68 1.32
H: -5.76 -2.00 0.33
H: -1.86 -3.27 -1.02
H: -2.57 -3.59 0.57
H: -2.00 -1.97 0.18
H: -3.92 0.79 -3.25
H: -5.34 0.32 -4.21
H: -3.81 -0.56 -4.38



- Which value of calculated total energy does entry 1 give?
  -53714.514 eV



- Which formula does entry 2 have?
  C31H68ClGaN3O4P2



- calculated total energy of number 2 (C31H68ClGaN3O4P2)?
  -129387.107 eV